This record from the OMol25 dataset describes a molecular structure, C29H47IMnN4. The level of theory is ωB97M-V/def2-TZVPD.

Last column: Löwdin spin population.
CARTESIAN COORDINATES (ANGSTROEM)
Mn -0.14 1.22 0.41  2.16
C 1.53 4.62 1.60  0.05
C 0.80 2.54 1.32  -0.11
N 0.55 3.84 1.04  -0.05
H 3.19 4.02 2.90  0.01
N 1.83 2.53 2.18  -0.06
H 1.55 5.69 1.51  0.03
C 1.16 0.63 -1.05  0.00
C 1.03 -0.60 -1.72  0.02
C 1.92 -0.97 -2.74  0.00
C 3.00 -0.15 -3.06  0.02
C 3.18 1.05 -2.35  0.01
C 2.25 1.44 -1.37  0.01
H 0.22 -1.29 -1.47  0.00
H 1.78 -1.90 -3.30  0.00
H 4.06 1.68 -2.54  0.00
H 2.39 2.40 -0.86  0.00
C 3.96 -0.58 -4.12  0.01
H 4.65 0.23 -4.38  0.00
H 3.42 -0.89 -5.01  0.00
H 4.54 -1.44 -3.77  0.00
C -0.47 4.25 0.03  0.00
C -0.76 5.73 0.21  0.17
C 0.06 4.00 -1.38  0.03
H 0.12 6.35 0.00  0.03
H -1.54 6.03 -0.51  0.03
H -1.14 5.95 1.22  0.05
H -2.51 3.84 -0.39  0.02
H -2.07 3.44 1.28  0.01
H 0.08 2.93 -1.66  0.01
C -1.72 3.41 0.24  0.04
H 1.08 4.40 -1.49  0.01
H -0.58 4.52 -2.11  0.01
H -1.60 2.35 -0.11  0.01
C 2.34 3.80 2.29  0.03
C 3.33 0.64 1.71  0.01
H 4.17 1.29 1.44  0.00
H 3.73 -0.30 2.11  0.00
C 2.45 1.30 2.76  0.00
H 1.78 -0.31 4.01  0.00
C 3.31 1.71 3.95  0.04
H 2.69 2.18 4.73  0.01
H 2.79 0.40 0.79  0.00
H 1.00 -0.31 2.43  0.01
H 4.13 2.37 3.66  0.01
H 3.75 0.81 4.39  0.01
C 1.36 0.34 3.23  0.01
H 0.51 0.88 3.67  0.00
C -3.93 -3.55 -0.28  0.01
N -3.11 -2.78 -1.11  0.00
H -3.31 -5.06 1.22  0.00
N -1.81 -4.08 0.00  0.00
H -5.00 -3.40 -0.17  0.00
C -3.47 -1.48 -1.72  0.00
C -3.99 -1.63 -3.13  0.01
C -4.51 -0.83 -0.83  0.01
H -4.95 -2.16 -3.14  0.00
H -4.16 -0.61 -3.51  0.00
H -3.25 -2.13 -3.77  0.00
H -2.53 0.41 -2.05  0.00
H -1.60 -0.99 -2.69  0.00
H -4.05 -0.55 0.13  0.00
C -2.22 -0.63 -1.86  0.01
H -5.36 -1.50 -0.66  0.00
H -4.88 0.08 -1.32  0.01
H -1.62 -0.61 -0.95  0.00
C -3.11 -4.37 0.41  0.01
C -0.99 -3.93 2.25  0.01
H -1.84 -4.53 2.60  0.00
H -0.12 -4.10 2.89  0.00
C -0.62 -4.30 0.82  0.00
H 1.37 -3.58 0.96  0.00
C -0.23 -5.75 0.79  0.01
H -0.02 -6.10 -0.23  0.00
H -1.27 -2.87 2.30  0.00
H 0.20 -2.37 0.43  0.00
H -1.01 -6.37 1.24  0.00
H 0.68 -5.86 1.38  0.00
C 0.50 -3.41 0.33  0.01
H 0.76 -3.61 -0.71  0.00
C -1.86 -3.24 -1.05  0.00
I -1.85 -0.18 1.71  0.22

Results
* multiplicity: 4
* largest force on an atom: 2.906 eV/Å
* total energy: -2800.75090 hartree
* net charge: -2